{
  "formula": "C19H26N2O4S2",
  "method": "ωB97M-V with the def2-TZVPD basis set",
  "symbols": ["C", "C", "S", "C", "C", "C", "C", "S", "O", "O", "C", "C", "C", "O", "N", "C", "C", "C", "C", "C", "C", "C", "C", "C", "N", "C", "O", "H", "H", "H", "H", "H", "H", "H", "H", "H", "H", "H", "H", "H", "H", "H", "H", "H", "H", "H", "H", "H", "H", "H", "H", "H", "H"],
  "positions_angstrom": [[-8.489, -1.112, -0.451], [-6.997, -0.837, -0.431], [-6.700, 0.972, -0.523], [-4.947, 0.941, -0.413], [-4.202, 1.946, -1.021], [-2.823, 1.949, -0.921], [-2.200, 0.936, -0.216], [-0.413, 0.941, -0.038], [0.164, 1.508, -1.233], [0.005, -0.384, 0.330], [-0.116, 2.091, 1.353], [1.216, 2.793, 1.166], [2.364, 1.788, 1.323], [2.877, 1.576, 2.404], [2.739, 1.204, 0.177], [3.764, 0.174, 0.117], [3.168, -1.149, -0.373], [3.861, -2.359, 0.250], [5.256, -2.643, -0.302], [6.224, -1.461, -0.229], [5.897, -0.365, -1.246], [4.920, 0.701, -0.745], [-2.921, -0.066, 0.400], [-4.310, -0.076, 0.312], [-5.034, -1.042, 0.998], [-6.337, -1.405, 0.814], [-6.887, -2.168, 1.570], [-8.660, -2.184, -0.387], [-8.968, -0.638, 0.402], [-8.933, -0.729, -1.366], [-6.506, -1.272, -1.309], [-4.720, 2.719, -1.565], [-2.225, 2.707, -1.399], [-0.949, 2.791, 1.346], [-0.133, 1.488, 2.257], [1.245, 3.255, 0.179], [1.335, 3.561, 1.933], [2.187, 1.350, -0.656], [4.101, 0.050, 1.151], [2.116, -1.169, -0.082], [3.211, -1.204, -1.462], [3.242, -3.243, 0.081], [3.923, -2.207, 1.330], [5.680, -3.480, 0.259], [5.173, -2.961, -1.344], [6.236, -1.047, 0.779], [7.227, -1.840, -0.440], [5.499, -0.837, -2.146], [6.818, 0.144, -1.537], [5.462, 1.445, -0.157], [4.496, 1.217, -1.612], [-2.391, -0.836, 0.939], [-4.547, -1.536, 1.735]],
  "forces_ev_per_a": [[0.1, 0.1, 0.0], [0.0, 0.3, -0.2], [-0.1, -0.3, 0.2], [-0.1, -0.2, 0.0], [0.1, -0.2, 0.1], [0.1, 0.1, -0.1], [0.5, 0.1, 0.2], [-0.5, -0.1, 0.2], [-0.2, 0.4, -0.1], [-0.3, -0.1, 0.4], [-0.1, -0.3, -0.6], [0.3, -0.2, 0.0], [-0.2, 0.6, -0.2], [0.1, -0.1, 0.5], [0.2, -0.2, -0.3], [0.1, 0.0, -0.1], [-0.1, 0.0, 0.4], [0.1, -0.1, -0.4], [0.0, 0.0, 0.3], [0.0, -0.2, -0.3], [0.0, 0.2, 0.2], [0.0, -0.2, 0.0], [0.0, -0.1, 0.0], [0.2, 0.5, -0.3], [0.4, -0.2, 0.4], [-0.1, 0.1, -0.2], [-0.1, -0.2, 0.1], [0.0, 0.0, 0.0], [-0.1, 0.0, 0.1], [0.0, 0.0, -0.1], [0.0, 0.0, 0.1], [0.0, 0.1, -0.1], [0.0, 0.1, -0.1], [-0.1, 0.0, 0.0], [-0.1, -0.1, 0.1], [0.0, 0.1, 0.1], [0.0, -0.1, -0.1], [0.0, 0.1, 0.1], [0.0, 0.0, -0.2], [0.1, 0.0, -0.1], [-0.1, 0.0, -0.2], [0.0, 0.0, 0.1], [0.0, 0.0, 0.1], [0.0, -0.1, -0.1], [0.0, 0.0, 0.0], [0.1, 0.0, 0.1], [0.0, 0.0, 0.1], [0.0, 0.0, -0.1], [0.0, 0.0, -0.1], [0.0, 0.1, 0.0], [0.0, 0.1, 0.0], [0.0, -0.2, 0.1], [-0.2, 0.0, -0.1]],
  "mulliken_charge": [-1.4737, 0.2935, -0.2164, 0.8487, -0.9122, -0.6045, -0.4418, 1.7278, -0.8080, -0.7286, -0.7350, -0.9891, 0.5483, -0.6730, -0.0397, -0.2260, -0.2060, -0.9567, -0.7204, -0.6323, -0.8070, -0.9366, -0.3819, -0.2123, -0.0943, 0.2974, -0.6326, 0.3712, 0.3490, 0.4326, 0.3302, 0.4260, 0.4955, 0.4978, 0.4285, 0.3636, 0.4361, 0.4022, 0.5079, 0.1076, 0.3433, 0.3533, 0.3911, 0.3425, 0.3097, 0.3494, 0.3446, 0.3688, 0.4383, 0.3577, 0.2715, 0.4537, 0.2399],
  "e_above_lowest_kj_mol": 9.8,
  "e_tot_ha": -1946.5051,
  "smiles": "C[C@H]1Sc2ccc(S(=O)(=O)CCC(=O)NC3CCCCCC3)cc2NC1=O",
  "gap_ev": 8.984
}


{
  "formula": "C22H17Cl2IrN4O2S2",
  "method": "ωB97M-V with the def2-TZVPD basis set",
  "symbols": ["Ir", "Cl", "C", "C", "C", "C", "C", "Cl", "C", "S", "H", "H", "H", "N", "C", "C", "C", "C", "C", "C", "S", "O", "O", "N", "C", "N", "C", "C", "C", "N", "H", "H", "H", "H", "H", "H", "H", "H", "H", "C", "C", "C", "C", "C", "C", "H", "H", "H", "H", "H"],
  "positions_angstrom": [[-7.644, -0.208, 15.579], [-5.821, 2.208, 18.265], [-7.372, 1.866, 18.935], [-7.405, 2.044, 20.325], [-8.566, 1.831, 21.101], [-9.761, 1.540, 20.436], [-9.782, 1.261, 19.050], [-11.161, 0.559, 18.304], [-8.579, 1.446, 18.300], [-8.651, 1.401, 16.477], [-6.406, 2.267, 20.742], [-8.621, 1.804, 22.223], [-10.706, 1.395, 20.956], [-4.167, -6.595, 11.176], [-5.010, -5.524, 11.492], [-6.342, -5.778, 11.919], [-7.203, -4.725, 12.321], [-6.707, -3.449, 12.131], [-5.426, -3.168, 11.614], [-4.584, -4.204, 11.357], [-7.635, -2.068, 12.709], [-8.754, -2.617, 13.427], [-7.815, -1.130, 11.647], [-6.561, -1.434, 13.831], [-6.081, -0.238, 13.493], [-6.451, 0.767, 14.338], [-5.790, 1.942, 14.331], [-4.968, 2.277, 13.330], [-4.552, 1.186, 12.469], [-5.171, 0.007, 12.513], [-4.753, -7.359, 10.879], [-3.575, -6.445, 10.305], [-6.701, -6.822, 12.090], [-8.179, -4.922, 12.687], [-5.158, -2.115, 11.507], [-3.532, -4.011, 11.132], [-6.019, 2.678, 15.062], [-4.697, 3.310, 13.135], [-3.888, 1.345, 11.635], [-7.807, -3.859, 18.604], [-7.166, -2.670, 18.952], [-7.134, -1.601, 18.084], [-7.678, -1.747, 16.812], [-8.312, -2.859, 16.442], [-8.387, -3.943, 17.339], [-8.042, -4.590, 19.367], [-6.883, -2.572, 19.971], [-6.607, -0.651, 18.402], [-8.679, -3.114, 15.427], [-9.052, -4.783, 16.960]],
  "forces_ev_per_a": [[-1.6, -2.5, 1.0], [-0.3, -0.2, -1.0], [-2.0, -0.1, 1.5], [0.4, -0.5, 0.6], [-0.2, 0.0, -0.2], [-0.1, -0.8, -0.9], [2.1, 0.5, 0.6], [0.0, 0.3, 0.0], [0.2, 0.3, -0.8], [-1.9, 3.3, 2.2], [-1.0, 0.0, 0.2], [0.5, 0.5, -1.4], [0.3, 0.0, 0.1], [-1.1, 1.6, -2.3], [0.6, -1.6, -0.5], [-1.9, -0.1, 1.6], [2.3, -1.9, -1.4], [-0.5, 0.5, 0.2], [0.3, 0.0, -0.1], [1.3, 1.3, 0.0], [0.7, 1.1, 2.1], [0.2, 0.0, -0.7], [-0.2, -0.3, -0.5], [-2.2, -1.9, -2.0], [2.5, 2.9, -1.1], [2.8, -0.2, -0.8], [-1.3, 0.1, -0.3], [1.7, -1.2, -2.1], [-2.6, 0.9, 0.5], [0.6, -0.5, 0.5], [-0.1, -0.9, 0.7], [-0.2, 0.3, 1.9], [0.5, 0.9, -0.4], [-0.6, 0.0, 0.3], [0.2, -0.3, 0.0], [-0.4, -0.1, -0.2], [-0.6, 0.2, 0.7], [0.5, -0.3, 0.3], [0.3, 0.0, 0.0], [-1.1, 0.2, -0.7], [-0.8, -0.1, 0.1], [1.3, 0.6, 1.1], [1.9, 2.1, 0.6], [-1.0, -4.2, -0.9], [-1.3, -0.5, -0.7], [0.4, -0.2, -0.1], [0.7, 0.2, 0.6], [-0.8, -1.3, -0.5], [0.2, 0.9, 0.8], [1.2, 0.7, 1.0]],
  "mulliken_charge": [1.0465, -0.1576, 0.1251, -0.3697, -0.6293, -0.4017, 0.1336, -0.1816, 0.3663, -0.2306, 0.3603, 0.3331, 0.3814, -0.5111, 0.8132, -0.4573, -0.6516, 0.2443, -0.5585, -0.6133, 1.3951, -0.7057, -0.6586, -0.3590, 0.0850, -0.3801, 0.2672, -0.8591, -0.1520, -0.3028, 0.3229, 0.3357, 0.3006, 0.5733, 0.5408, 0.3972, 0.3744, 0.3913, 0.4245, -0.6271, -0.5774, 0.0941, 0.1144, -0.0810, -0.4989, 0.3603, 0.4094, 0.1854, 0.2908, 0.2979],
  "charge": 1,
  "spin_multiplicity": 6,
  "e_tot_ha": -3038.6271,
  "s2": 8.80,
  "gap_ev": [4.664, 3.744]
}


{
  "formula": "C19H21N2O5P",
  "method": "ωB97M-V with the def2-TZVPD basis set",
  "symbols": ["C", "H", "H", "H", "O", "P", "O", "O", "C", "H", "H", "H", "C", "C", "N", "C", "H", "C", "H", "O", "C", "H", "C", "H", "H", "H", "H", "H", "O", "C", "N", "C", "C", "C", "C", "C", "C", "C", "C", "C", "C", "H", "H", "H", "H", "H", "H", "H"],
  "positions_angstrom": [[3.116, 2.880, 0.661], [3.189, 3.293, 1.666], [3.856, 2.867, -0.025], [2.768, 1.868, 0.842], [1.842, 3.707, 0.107], [0.542, 3.418, 0.452], [-0.268, 4.308, -0.225], [0.447, 3.630, 1.933], [-0.738, 3.701, 2.639], [-1.061, 2.619, 2.917], [-1.370, 4.180, 1.940], [-0.512, 4.199, 3.505], [0.071, 1.672, 0.375], [0.131, 0.683, -0.951], [0.255, 0.979, -2.203], [0.495, 2.291, -2.772], [0.689, 3.020, -1.882], [1.412, 2.299, -3.927], [1.164, 3.098, -4.561], [1.126, 1.236, -4.949], [0.983, 0.056, -4.344], [0.982, -0.709, -5.218], [0.127, -0.185, -3.247], [0.366, -1.112, -2.715], [-1.187, -0.023, -3.707], [2.039, -0.295, -3.942], [2.347, 2.195, -3.432], [-0.703, 2.396, -3.275], [-0.091, -0.432, -0.434], [-0.279, -0.408, 0.974], [-0.154, 0.791, 1.221], [-0.753, -1.413, 1.784], [-0.431, -1.313, 3.120], [-0.690, -2.179, 4.190], [-1.098, -3.438, 3.734], [-1.327, -3.899, 2.164], [-1.984, -5.011, 1.899], [-1.811, -5.382, 0.613], [-1.852, -4.307, -0.407], [-1.292, -3.044, -0.150], [-0.996, -2.833, 1.470], [-1.018, -2.284, -0.848], [-2.032, -4.415, -1.397], [-2.379, -6.177, 0.404], [-2.006, -5.707, 2.561], [-1.345, -4.381, 4.531], [-0.488, -2.085, 5.270], [-0.084, -0.353, 3.641]],
  "forces_ev_per_a": [[-5.4, 0.7, 2.4], [0.9, 0.4, -0.4], [2.3, 0.8, -2.0], [-0.3, -0.2, -0.3], [16.4, -0.1, -2.8], [-9.1, -6.9, 4.1], [-5.5, 4.5, -4.6], [2.5, -0.1, 3.9], [-0.9, -3.6, -0.7], [0.2, 1.8, -0.6], [-1.7, 0.6, 0.1], [0.0, 1.5, 2.1], [1.8, 0.6, -7.6], [0.1, 6.0, 4.6], [1.6, -3.5, -3.3], [-6.1, 0.3, 0.7], [-0.4, -0.9, -2.4], [-1.0, -1.8, -1.0], [0.7, 1.8, -0.1], [-0.2, 3.3, 1.6], [5.7, -4.7, -2.7], [-1.0, 0.8, 1.5], [-6.1, 2.7, 2.0], [-0.6, 0.1, -0.4], [3.7, -0.9, 1.6], [-1.1, 0.8, -0.2], [1.7, 0.0, -0.8], [3.2, 0.9, 1.4], [-0.7, -5.1, -2.1], [0.1, 1.1, -3.5], [-0.6, 1.8, 8.0], [1.7, -5.5, 3.6], [0.1, 4.4, 3.0], [-0.9, -4.7, -1.9], [-1.4, -3.7, 0.6], [1.7, 6.2, 10.2], [2.5, 0.0, -4.9], [-2.9, 4.1, -2.0], [3.6, 2.0, 3.0], [-0.4, -2.8, 5.1], [-1.1, 3.6, -9.8], [-0.5, 0.1, -0.4], [-0.8, -1.4, -2.9], [-1.2, -3.8, -1.5], [-1.1, -4.2, 4.5], [0.7, 2.8, -2.1], [-0.1, 0.6, -0.9], [-0.2, -0.7, -1.9]],
  "mulliken_charge": [-0.6302, 0.2760, 0.3164, 0.3082, -0.2671, 0.6896, -0.7967, -0.4252, -0.6666, 0.1593, 0.3737, 0.2567, -0.0004, 1.1995, 0.1052, -0.1599, -0.1219, -0.9164, 0.3801, -0.3440, -0.8360, 0.3498, -0.1599, 0.1977, 0.2767, 0.2946, 0.4064, 0.3176, -0.3953, 0.3408, -0.1810, 0.1551, -0.1430, -0.8832, -0.4059, 0.7352, -0.7802, -0.9581, -0.4096, -0.6231, 0.5746, 0.2462, 0.5007, 0.5210, 0.5089, 0.0743, 0.3636, 0.1761],
  "e_tot_ha": -1563.2403,
  "gap_ev": 6.798
}


{
  "formula": "C2HClF3O3S",
  "method": "ωB97M-V with the def2-TZVPD basis set",
  "symbols": ["C", "C", "O", "O", "O", "F", "F", "F", "S", "Cl", "H"],
  "positions_angstrom": [[1.625, 1.565, -2.308], [0.736, 0.625, -2.012], [-0.293, -0.413, 3.242], [-1.219, -1.109, 1.146], [-1.244, -2.676, 3.021], [1.868, 1.890, -3.601], [-2.786, -0.789, 3.243], [0.254, -0.056, -3.091], [-1.245, -1.294, 2.595], [0.150, 0.020, -0.498], [2.155, 2.237, -1.738]],
  "forces_ev_per_a": [[-1.1, -0.6, -1.0], [0.2, -0.7, -0.3], [-0.9, -0.2, 0.3], [-1.6, -0.2, 1.2], [-0.3, 0.6, -0.1], [-0.1, -0.4, -0.5], [1.9, -0.3, -1.3], [-0.1, 0.3, 0.7], [0.5, -0.2, 0.6], [0.7, 0.9, -1.5], [0.7, 0.9, 2.0]],
  "mulliken_charge": [-0.1888, 0.2076, -0.6322, -0.6395, -0.6234, -0.2465, -0.3834, -0.2146, 1.2238, 0.1103, 0.3867],
  "charge": -1,
  "e_above_lowest_kj_mol": 28.3,
  "e_tot_ha": -1460.5595,
  "gap_ev": 9.130
}


{
  "formula": "C16H21BrN4S",
  "method": "ωB97M-V with the def2-TZVPD basis set",
  "symbols": ["C", "C", "C", "C", "C", "C", "C", "C", "N", "C", "S", "N", "C", "C", "N", "C", "C", "Br", "C", "N", "C", "C", "H", "H", "H", "H", "H", "H", "H", "H", "H", "H", "H", "H", "H", "H", "H", "H", "H", "H", "H", "H", "H"],
  "positions_angstrom": [[-3.519, -3.157, -0.909], [-3.887, -2.317, 0.308], [-3.903, -0.816, -0.012], [-4.372, -0.008, 1.201], [-2.549, -0.340, -0.473], [-2.379, 0.176, -1.752], [-1.146, 0.624, -2.185], [-0.044, 0.567, -1.338], [1.200, 1.015, -1.809], [2.154, 1.725, -1.161], [3.607, 1.977, -1.913], [1.843, 2.275, 0.035], [2.835, 2.846, 0.902], [3.310, 1.835, 1.964], [3.751, 0.622, 1.336], [4.964, 0.337, 0.830], [4.844, -0.895, 0.223], [6.201, -1.864, -0.643], [3.508, -1.275, 0.407], [2.867, -0.340, 1.078], [-0.193, 0.021, -0.065], [-1.435, -0.417, 0.355], [-2.525, -2.899, -1.266], [-4.228, -2.989, -1.718], [-3.532, -4.215, -0.658], [-3.174, -2.512, 1.111], [-4.877, -2.609, 0.665], [-4.618, -0.652, -0.826], [-5.381, -0.303, 1.483], [-4.375, 1.055, 0.970], [-3.717, -0.172, 2.053], [-3.224, 0.228, -2.423], [-1.031, 1.021, -3.183], [1.404, 0.847, -2.785], [0.953, 2.025, 0.443], [2.423, 3.728, 1.398], [3.677, 3.142, 0.270], [4.127, 2.265, 2.547], [2.482, 1.573, 2.628], [5.802, 0.996, 0.916], [3.012, -2.166, 0.081], [0.672, -0.113, 0.571], [-1.526, -0.842, 1.343]],
  "forces_ev_per_a": [[0.0, 0.0, 0.2], [-0.1, 0.1, -0.4], [0.0, -0.1, 0.4], [-0.1, 0.0, -0.3], [-0.1, 0.0, -0.2], [0.0, -0.1, 0.1], [0.2, 0.1, 0.1], [-0.4, 0.0, 0.2], [-0.1, -0.1, -0.2], [0.0, 0.3, 0.0], [0.6, 0.0, -0.5], [-0.5, -0.3, -0.1], [0.3, 0.0, 0.3], [-0.3, 0.5, -0.2], [0.4, -0.3, 0.0], [0.1, -0.5, -0.2], [0.3, 0.1, 0.1], [-0.2, 0.2, 0.1], [0.4, 0.2, -0.1], [-0.7, -0.1, 0.2], [0.1, 0.0, -0.1], [-0.1, 0.1, -0.1], [0.1, 0.0, -0.1], [-0.1, 0.0, -0.1], [0.0, -0.1, -0.1], [0.0, 0.0, 0.1], [0.0, 0.0, 0.1], [0.1, 0.0, 0.0], [-0.1, 0.0, 0.1], [0.0, 0.1, 0.1], [0.1, 0.0, 0.1], [-0.1, 0.0, -0.1], [0.0, 0.1, -0.1], [0.1, 0.0, 0.2], [0.1, 0.0, 0.0], [0.0, 0.0, 0.0], [-0.2, 0.1, 0.2], [-0.1, -0.1, 0.0], [0.2, 0.0, 0.0], [0.2, 0.2, 0.0], [-0.1, -0.2, -0.1], [0.1, 0.0, 0.0], [0.0, -0.1, 0.1]],
  "mulliken_charge": [-1.1886, -0.6165, 0.1415, -1.6206, 0.6020, -0.8125, -0.9565, 0.2332, -0.0066, 0.1253, -0.4425, -0.0924, -0.8936, -0.7605, 0.4024, -0.0494, -0.5268, -0.1970, -0.0224, -0.6370, -0.5389, -0.1668, 0.2645, 0.2935, 0.3983, 0.2699, 0.4429, 0.4083, 0.4646, 0.3928, 0.2656, 0.3543, 0.4225, 0.2855, 0.3424, 0.3726, 0.3641, 0.4145, 0.3435, 0.4770, 0.5144, 0.5479, 0.3851],
  "e_tot_ha": -3813.5309,
  "smiles": "CC[C@@H](C)c1ccc(NC(=S)NCCn2cc(Br)cn2)cc1",
  "gap_ev": 8.677
}


Please write out number 4 again, unchanged.
{
  "formula": "C2HClF3O3S",
  "method": "ωB97M-V with the def2-TZVPD basis set",
  "symbols": ["C", "C", "O", "O", "O", "F", "F", "F", "S", "Cl", "H"],
  "positions_angstrom": [[1.625, 1.565, -2.308], [0.736, 0.625, -2.012], [-0.293, -0.413, 3.242], [-1.219, -1.109, 1.146], [-1.244, -2.676, 3.021], [1.868, 1.890, -3.601], [-2.786, -0.789, 3.243], [0.254, -0.056, -3.091], [-1.245, -1.294, 2.595], [0.150, 0.020, -0.498], [2.155, 2.237, -1.738]],
  "forces_ev_per_a": [[-1.1, -0.6, -1.0], [0.2, -0.7, -0.3], [-0.9, -0.2, 0.3], [-1.6, -0.2, 1.2], [-0.3, 0.6, -0.1], [-0.1, -0.4, -0.5], [1.9, -0.3, -1.3], [-0.1, 0.3, 0.7], [0.5, -0.2, 0.6], [0.7, 0.9, -1.5], [0.7, 0.9, 2.0]],
  "mulliken_charge": [-0.1888, 0.2076, -0.6322, -0.6395, -0.6234, -0.2465, -0.3834, -0.2146, 1.2238, 0.1103, 0.3867],
  "charge": -1,
  "e_above_lowest_kj_mol": 28.3,
  "e_tot_ha": -1460.5595,
  "gap_ev": 9.130
}